Model A:
{"formula": "C4H8N2OS", "method": "ωB97M-V with the def2-TZVPD basis set", "symbols": ["C", "C", "C", "C", "H", "H", "H", "H", "H", "H", "H", "H", "N", "N", "O", "S"], "positions_angstrom": [[-1.040, 0.008, 1.272], [-1.080, -0.103, -0.361], [-0.516, -1.406, -0.824], [1.406, 0.021, -0.278], [-2.329, 0.330, 1.475], [-0.833, -1.404, 1.666], [-0.229, 0.854, 1.834], [-1.946, 0.473, -0.789], [-0.009, -1.917, -0.054], [-0.954, -1.991, -1.622], [2.519, 1.631, 0.350], [-0.133, 1.127, -1.341], [0.214, -0.209, -1.004], [1.634, 1.355, 0.028], [0.806, 2.231, -0.482], [2.489, -0.999, 0.129]], "orbital_gap_ev": 7.8088}



Model B:
{"formula": "C4H8N2OS", "method": "ωB97M-V with the def2-TZVPD basis set", "symbols": ["C", "C", "C", "C", "H", "H", "H", "H", "H", "H", "H", "H", "N", "N", "O", "S"], "positions_angstrom": [[1.411, -2.245, -0.705], [-1.048, -0.333, 0.763], [0.277, 1.055, -0.798], [-0.691, 2.628, 0.742], [1.662, -3.142, -1.301], [1.183, -2.552, 0.296], [2.270, -1.578, -0.668], [-1.239, -1.381, 0.898], [-0.499, 0.030, 1.623], [-1.993, 0.237, 0.726], [0.864, 0.986, -1.668], [-0.223, 3.247, 1.548], [-0.286, -0.142, -0.462], [0.225, 2.176, -0.180], [-1.897, 2.494, 0.688], [-0.016, -1.478, -1.501]], "orbital_gap_ev": 10.0829, "smiles": "CSN(C)/C=N\\C=O"}



Stability, lowest: model A



Model A:
{"formula": "C4H8N2OS", "method": "ωB97M-V with the def2-TZVPD basis set", "symbols": ["C", "C", "C", "C", "H", "H", "H", "H", "H", "H", "H", "H", "N", "N", "O", "S"], "positions_angstrom": [[-0.547, 0.895, 0.031], [-1.171, -0.442, 0.483], [0.815, -1.703, 1.281], [1.004, 0.765, 0.087], [-2.145, 0.573, -1.749], [-0.807, 1.623, 0.845], [-1.379, -1.178, -0.316], [-2.132, -0.153, 0.960], [-0.907, -1.299, 2.307], [0.982, -2.530, 1.902], [1.264, 0.876, 1.130], [1.423, 1.666, -0.474], [-0.361, -0.970, 1.537], [1.725, -1.520, 0.412], [1.481, -0.425, -0.428], [-1.144, 1.510, -1.632]], "orbital_gap_ev": 9.4775, "smiles": "S[C@H]1CNC=NOC1"}



Model B:
{"formula": "C4H8N2OS", "method": "ωB97M-V with the def2-TZVPD basis set", "symbols": ["C", "C", "C", "C", "N", "N", "O", "S", "H", "H", "H", "H", "H", "H", "H", "H"], "positions_angstrom": [[1.181, -0.453, -0.757], [1.055, -1.997, -0.797], [0.474, -0.086, 0.529], [0.421, 1.325, 0.807], [1.883, 0.216, -1.585], [-0.046, -1.142, 1.097], [0.306, -2.293, 0.355], [-2.871, -0.056, 0.043], [0.419, -2.453, -1.527], [2.104, -2.310, -0.826], [0.282, 1.827, -0.187], [1.301, 1.803, 1.418], [-0.509, 1.619, 1.437], [1.869, 1.214, -1.310], [-1.895, -0.960, 0.340], [-3.255, -0.011, 1.243]], "orbital_gap_ev": 9.3617, "smiles": "[H]/N=C1/CON=C1C.S"}



Model C:
{"formula": "C4H8N2OS", "method": "ωB97M-V with the def2-TZVPD basis set", "symbols": ["C", "C", "C", "C", "N", "N", "O", "S", "H", "H", "H", "H", "H", "H", "H", "H"], "positions_angstrom": [[-0.528, -0.789, 0.052], [0.394, -1.348, 1.004], [-0.046, 0.619, -0.167], [0.580, 0.707, -1.598], [-1.513, -1.479, -0.274], [0.868, 0.834, 0.926], [0.587, -0.210, 1.924], [-1.532, 1.779, 0.100], [-0.040, -2.095, 1.668], [1.349, -1.633, 0.601], [1.103, 1.693, -1.722], [-0.287, 0.759, -2.333], [1.325, -0.146, -1.594], [-2.281, -0.961, -0.671], [1.943, 0.769, 0.632], [-1.923, 1.500, 1.452]], "orbital_gap_ev": 9.8219, "smiles": "[H]/N=C1/CON[C@]1(C)S"}



Model D:
{"formula": "C4H8N2OS", "method": "ωB97M-V with the def2-TZVPD basis set", "symbols": ["C", "C", "C", "C", "H", "H", "H", "H", "H", "H", "H", "H", "N", "N", "O", "S"], "positions_angstrom": [[0.798, -2.312, -0.615], [0.372, -0.875, -0.827], [-1.429, 0.506, 0.746], [-0.480, 1.658, 0.535], [0.558, -2.624, 0.399], [1.877, -2.407, -0.788], [0.271, -2.973, -1.307], [0.650, -0.500, -1.821], [-2.439, 0.901, 0.867], [-1.140, -0.038, 1.644], [-0.056, 3.503, 0.679], [1.552, 1.797, 0.208], [-0.822, 2.841, 0.838], [0.727, 1.269, -0.065], [1.027, -0.089, 0.160], [-1.465, -0.656, -0.654]], "orbital_gap_ev": 9.6807, "smiles": "[H]/N=C1/CS[C@H](C)ON1"}



Stability, lowest: model C



Model A:
{"formula": "C4H8N2OS", "method": "ωB97M-V with the def2-TZVPD basis set", "symbols": ["C", "C", "C", "C", "H", "H", "H", "H", "H", "H", "H", "H", "N", "N", "O", "S"], "positions_angstrom": [[0.931, 0.051, -0.261], [0.137, 1.354, -0.120], [0.057, -0.721, 0.840], [-2.083, -0.955, -0.247], [3.000, -1.392, -1.252], [0.500, -0.364, -1.286], [-0.059, 1.825, -1.139], [0.667, 2.242, 0.093], [0.605, -0.436, 1.674], [-0.082, -1.819, 0.827], [-2.027, -1.959, -0.028], [-2.885, 0.640, -0.505], [-1.276, -0.244, 0.688], [-3.014, -0.256, -0.839], [-1.154, 1.185, 0.488], [2.831, -0.193, -0.156]], "orbital_gap_ev": 9.0887, "smiles": "[H]/N=C\\N1C[C@H](S)CO1"}



Model B:
{"formula": "C4H8N2OS", "method": "ωB97M-V with the def2-TZVPD basis set", "symbols": ["C", "C", "C", "C", "H", "H", "H", "H", "H", "H", "H", "H", "N", "N", "O", "S"], "positions_angstrom": [[0.975, -1.569, 0.037], [-0.879, -0.353, 1.182], [-1.077, 1.157, 0.650], [0.260, 0.877, -0.214], [2.868, -1.861, -2.954], [0.548, -2.282, 0.822], [-1.808, -0.813, 0.695], [-0.820, -0.354, 2.386], [-0.699, 1.773, 1.404], [-2.228, 2.950, 0.578], [-0.185, 0.633, -1.343], [1.099, 1.547, -0.496], [1.512, -2.037, -1.089], [0.497, -0.373, 0.464], [-2.284, 1.548, 0.106], [2.222, -0.841, -2.230]], "orbital_gap_ev": 6.8606}



Stability, lowest: model B



Model A:
{"formula": "C2H10N2O2", "method": "ωB97M-V with the def2-TZVPD basis set", "symbols": ["N", "C", "O", "H", "H", "H", "H", "H", "N", "C", "O", "H", "H", "H", "H", "H"], "positions_angstrom": [[2.792, -0.681, 0.596], [1.698, 0.282, 0.816], [0.721, -0.034, 1.788], [2.791, -1.588, 0.186], [3.429, -0.649, 1.419], [2.199, 1.229, 0.903], [1.264, 0.373, -0.280], [1.102, -0.769, 2.372], [-2.751, -0.509, -1.326], [-1.833, 0.730, -1.221], [-1.338, 1.051, 0.069], [-2.288, -1.292, -0.849], [-3.638, -0.443, -0.799], [-0.935, 0.412, -1.911], [-2.420, 1.605, -1.911], [-0.791, 0.281, 0.151]], "orbital_gap_ev": 10.4072, "smiles": "NCO.NCO"}



Model B:
{"formula": "C2H10N2O2", "method": "ωB97M-V with the def2-TZVPD basis set", "symbols": ["C", "N", "C", "N", "H", "H", "H", "H", "H", "H", "H", "H", "O", "H", "H", "O"], "positions_angstrom": [[1.647, 0.006, 1.008], [-0.083, 2.157, 0.333], [0.467, 1.271, -0.542], [1.002, 0.145, -0.273], [2.494, -0.682, 0.948], [2.207, 0.904, 1.334], [1.017, -0.268, 1.867], [-0.850, 2.768, 0.110], [-0.055, 1.938, 1.310], [0.438, 1.613, -1.574], [-2.591, -0.781, 1.029], [-2.864, 0.079, -0.177], [-2.257, -0.595, 0.140], [0.201, -2.150, -1.815], [-0.815, -3.311, -2.025], [0.043, -3.093, -1.673]], "orbital_gap_ev": 9.0218, "smiles": "C/N=C\\N.O.O"}



Model C:
{"formula": "C2H10N2O2", "method": "ωB97M-V with the def2-TZVPD basis set", "symbols": ["C", "N", "O", "H", "H", "H", "H", "H", "C", "N", "O", "H", "H", "H", "H", "H"], "positions_angstrom": [[-1.595, -0.350, -0.291], [-1.203, -1.432, 0.630], [-1.965, 0.777, 0.315], [-0.898, 1.570, 0.333], [-1.334, -2.356, 0.235], [-1.721, -1.348, 1.497], [-2.325, -0.715, -1.044], [-0.637, -0.138, -0.867], [2.089, 0.040, -0.607], [1.198, 0.244, 0.484], [0.183, 1.972, 0.251], [0.566, 2.259, 1.088], [0.514, -0.526, 0.573], [2.467, 1.010, -0.945], [1.695, -0.529, -1.456], [2.967, -0.481, -0.194]], "orbital_gap_ev": [6.6724, 6.4033]}



Stability, lowest: model C



Model A:
{"formula": "C4H9PS", "method": "ωB97M-V with the def2-TZVPD basis set", "symbols": ["C", "C", "C", "C", "P", "S", "H", "H", "H", "H", "H", "H", "H", "H", "H"], "positions_angstrom": [[0.565, -0.029, -1.218], [1.158, 0.455, 0.066], [-0.454, -1.160, -0.946], [-0.100, 1.096, 0.814], [-1.198, -0.380, 1.030], [-0.959, -1.390, 2.650], [0.240, 0.784, -1.843], [1.488, -0.484, -1.657], [1.695, -0.241, 0.667], [1.675, 1.329, -0.220], [-1.389, -1.398, -1.483], [0.123, -2.003, -0.663], [0.273, 1.432, 1.787], [-0.541, 1.874, 0.283], [-2.575, 0.114, 0.733]], "orbital_gap_ev": 9.2099, "smiles": "S=[PH]1CCCC1"}



Model B:
{"formula": "C4H9PS", "method": "ωB97M-V with the def2-TZVPD basis set", "symbols": ["C", "C", "C", "C", "P", "S", "H", "H", "H", "H", "H", "H", "H", "H", "H"], "positions_angstrom": [[-0.276, 1.163, 0.105], [-0.436, 2.415, -0.641], [-0.538, 0.755, 1.498], [1.039, -2.943, -0.565], [-0.539, -0.501, -1.551], [-0.678, -2.207, -0.413], [0.452, 3.080, -0.120], [-1.328, 3.060, -0.340], [-0.244, 2.444, -1.696], [-0.493, 1.680, 2.125], [-1.552, 0.240, 1.678], [0.302, 0.179, 1.837], [1.685, -3.109, 0.400], [1.715, -2.330, -1.237], [0.891, -3.925, -1.080]], "orbital_gap_ev": [6.2976, 8.1729]}



Stability, lowest: model B



Model A:
{"formula": "C4H5O3", "method": "ωB97M-V with the def2-TZVPD basis set", "symbols": ["C", "C", "C", "C", "O", "O", "O", "H", "H", "H", "H", "H"], "positions_angstrom": [[-1.053, 0.091, -1.051], [-0.474, -0.341, 1.109], [0.902, 0.217, 0.801], [0.314, -0.114, -1.487], [-1.436, 0.162, 0.157], [1.258, 0.054, -0.627], [-1.904, 0.418, -2.068], [-0.230, -1.405, 1.035], [-0.641, -0.050, 2.088], [0.801, 1.286, 1.114], [1.798, -0.070, 1.480], [0.663, -0.247, -2.551]], "orbital_gap_ev": [8.4707, 8.4746], "charge": 1}



Model B:
{"formula": "C4H5O3", "method": "ωB97M-V with the def2-TZVPD basis set", "symbols": ["C", "C", "C", "C", "O", "O", "O", "H", "H", "H", "H", "H"], "positions_angstrom": [[-1.969, 1.852, -1.243], [-0.799, 1.668, -1.939], [-0.746, 0.378, -0.279], [0.818, -0.811, 1.783], [-1.908, 1.007, -0.169], [-0.155, 0.624, -1.406], [-0.355, -1.040, 1.322], [-2.730, 2.612, -1.357], [-0.638, 1.930, -2.950], [0.756, -0.040, 2.585], [1.709, -1.008, 1.132], [0.693, -1.691, 2.442]], "orbital_gap_ev": [8.0271, 8.0348], "charge": 1}



Stability, lowest: model B